# C27H55NO13S4

A 8-piece molecular cluster, C27H55NO13S4 overall at a distorted geometry (wB97M-V/def2-TZVPD, the OMol25 dataset).

Calculated values
LUMO, eV: -0.48
Electronic energy, eV: -100331.043
HOMO energy, eV: -5.820

```
! wB97M-V def2-TZVPD RIJCOSX def2/J DEFGRID3
* xyz 0 1
N 4.881 1.986 0.373
H 5.514 1.761 1.128
H 3.928 2.098 0.691
H 4.873 1.268 -0.336
H 5.331 2.775 -0.069
C 0.267 -0.433 0.761
C 1.638 0.020 0.194
C 1.523 0.839 -1.148
O 2.296 0.844 1.158
H 0.354 -1.366 1.318
H -0.278 -0.626 -0.162
H -0.293 0.358 1.261
H 2.260 -0.833 -0.076
H 2.328 1.555 -1.311
H 0.636 1.471 -1.113
H 1.362 0.111 -1.943
O -3.163 3.470 1.994
S -3.032 1.999 2.112
O -1.894 1.383 2.791
O -4.457 1.370 2.773
C -5.637 2.039 2.767
C -6.621 1.057 2.263
C -3.114 1.295 0.412
H -5.662 3.037 2.330
H -5.678 2.210 3.843
H -6.929 0.343 3.027
H -6.415 0.577 1.307
H -7.625 1.452 2.108
H -2.149 1.459 -0.068
H -3.987 1.716 -0.087
H -3.338 0.234 0.521
O 2.593 -3.387 2.589
S 3.138 -2.251 3.347
O 2.397 -0.980 3.571
O 3.698 -2.798 4.795
C 4.456 -3.982 4.845
C 5.713 -3.491 5.482
C 4.775 -1.877 2.461
H 4.539 -4.429 3.854
H 3.916 -4.661 5.504
H 6.426 -4.276 5.229
H 5.691 -3.351 6.563
H 6.166 -2.587 5.076
H 5.000 -0.811 2.508
H 4.489 -2.107 1.434
H 5.528 -2.571 2.834
O 0.227 3.356 1.188
S 0.271 4.209 -0.001
O 1.481 4.537 -0.690
O -0.771 3.542 -1.108
C -0.719 3.975 -2.503
C -1.298 2.844 -3.304
C -0.631 5.763 0.414
H 0.300 4.242 -2.782
H -1.304 4.868 -2.721
H -0.743 1.914 -3.180
H -1.569 3.076 -4.333
H -2.288 2.679 -2.879
H -0.454 6.497 -0.372
H -0.182 6.128 1.338
H -1.664 5.434 0.527
O -1.371 -3.161 4.918
S -1.438 -2.155 3.860
O -0.624 -0.932 3.940
O -0.979 -2.919 2.446
C -1.573 -4.224 2.176
C -0.433 -5.166 1.993
C -3.218 -1.754 3.478
H -2.084 -4.166 1.215
H -2.336 -4.526 2.893
H 0.093 -5.280 2.941
H 0.254 -4.793 1.234
H -0.717 -6.162 1.655
H -3.577 -1.050 4.229
H -3.888 -2.611 3.404
H -3.088 -1.183 2.558
C 0.771 2.956 -6.634
C 1.125 3.836 -5.628
C 1.958 3.332 -4.557
C 2.318 2.011 -4.561
C 1.879 1.132 -5.534
C 1.057 1.587 -6.556
H 0.081 3.392 -7.341
H 0.677 4.818 -5.627
H 2.248 3.984 -3.746
H 2.942 1.620 -3.771
H 2.144 0.085 -5.515
H 0.628 0.843 -7.211
C -0.378 -2.179 -3.654
C -1.012 -2.490 -4.863
C -2.281 -3.051 -4.969
C -2.837 -3.527 -3.800
C -2.121 -3.355 -2.566
C -0.900 -2.669 -2.489
H 0.566 -1.655 -3.678
H -0.553 -2.014 -5.716
H -2.738 -3.347 -5.902
H -3.755 -4.091 -3.880
H -2.566 -3.728 -1.656
H -0.376 -2.382 -1.589
*
```

***

# H14O7

H14O7 as an isolated structure at a distorted geometry (wB97M-V/def2-TZVPD, the OMol25 dataset).

Calculated values
Energy above the lowest of the compared OMol25 structures with the same formula, charge and spin, kJ/mol: 951.63
LUMO, eV: -0.79
Electronic energy, eV: -14551.598
HOMO energy, eV: -8.685

```
! wB97M-V def2-TZVPD RIJCOSX def2/J DEFGRID3
* xyz 0 1
O 0.047 -0.772 -1.345
H 0.905 -1.192 -1.293
H -0.437 -1.293 -1.985
O 1.540 2.453 -0.461
H 1.340 2.000 0.358
H 2.092 1.840 -0.947
O 0.068 -1.823 1.023
H -0.177 -0.909 0.879
H 1.025 -1.815 1.041
O -1.851 1.035 1.458
H -1.260 0.698 0.785
H -1.285 1.536 2.046
O 1.633 0.464 0.523
H 1.857 -0.455 0.379
H 2.465 0.882 0.746
O -0.522 0.332 0.182
H -0.273 -0.339 -0.453
H 0.295 0.786 0.386
O -2.284 -1.313 -1.395
H -3.139 -1.572 -1.050
H -2.040 -0.544 -0.879
*
```

***

# F3H3SSi2

A 2-piece molecular cluster, F3H3SSi2 overall at a distorted geometry (wB97M-V/def2-TZVPD, the OMol25 dataset).

Calculated values
Energy above the lowest of the compared OMol25 structures with the same formula, charge and spin, kJ/mol: 396.54
LUMO (spin up / spin down), eV: -1.96 / -1.23
Electronic energy, eV: -34793.325
HOMO energy (spin up / spin down), eV: -10.234 / -8.885

```
! wB97M-V def2-TZVPD RIJCOSX def2/J DEFGRID3
* xyz 0 1
F 2.243 -0.056 -1.215
F 0.624 -1.413 -2.468
F 1.145 -2.140 -0.224
Si -0.508 0.332 0.373
Si 0.893 -0.787 -1.030
S -1.997 1.741 -0.313
H -1.313 -0.520 1.229
H 0.756 0.386 2.947
H -1.843 2.457 0.701
*
```

***

# C34H27Cl2N4O2PdS2

C34H27Cl2N4O2PdS2 as an isolated structure at a distorted geometry (wB97M-V/def2-TZVPD, the OMol25 dataset).

Calculated values
Energy above the lowest of the compared OMol25 structures with the same formula, charge and spin, kJ/mol: 72.30
⟨S²⟩: 2.02
LUMO (spin up / spin down), eV: -2.80 / -4.97
Electronic energy, eV: -95942.114
HOMO energy (spin up / spin down), eV: -9.921 / -9.919

```
! wB97M-V def2-TZVPD RIJCOSX def2/J DEFGRID3
* xyz 1 3
Pd -2.402 0.995 -1.453
Cl -4.174 2.361 -0.427
C -5.464 2.091 -1.548
C -6.760 2.227 -1.096
C -7.809 2.007 -1.976
C -7.562 1.663 -3.297
C -6.262 1.560 -3.752
Cl -5.984 1.152 -5.396
C -5.163 1.764 -2.884
S -3.543 1.648 -3.476
H -6.944 2.504 -0.068
H -8.827 2.108 -1.626
H -8.381 1.474 -3.976
C 11.107 -1.073 1.038
O 10.105 -0.664 1.952
C 8.850 -0.513 1.496
C 7.893 -0.112 2.433
C 6.584 0.067 2.058
C 6.180 -0.147 0.734
C 7.139 -0.546 -0.193
C 8.460 -0.729 0.176
C 4.784 0.056 0.375
N 3.834 0.418 1.211
C 2.695 0.497 0.470
C 2.948 0.177 -0.854
N 4.287 -0.104 -0.895
C 1.944 0.178 -1.859
C 2.143 -0.150 -3.210
C 1.084 -0.109 -4.079
C -0.174 0.262 -3.596
N -0.378 0.574 -2.332
C 0.640 0.538 -1.452
C 0.362 0.895 -0.075
N -0.897 1.268 0.243
C -1.165 1.634 1.481
C -0.213 1.621 2.503
C 1.068 1.228 2.211
C 1.384 0.871 0.893
H 12.027 -1.135 1.611
H 11.234 -0.345 0.233
H 10.882 -2.054 0.613
H 8.209 0.055 3.454
H 5.840 0.377 2.779
H 6.873 -0.725 -1.228
H 9.180 -1.038 -0.568
H 4.820 -0.359 -1.706
H 3.128 -0.436 -3.557
H 1.208 -0.358 -5.124
H -1.033 0.303 -4.253
H -2.179 1.955 1.685
H -0.495 1.919 3.503
H 1.849 1.195 2.960
C -5.861 -0.490 4.152
C -5.048 -0.769 2.919
C -5.633 -0.773 1.656
C -4.874 -1.000 0.516
C -3.516 -1.223 0.644
C -2.911 -1.244 1.893
C -3.679 -1.016 3.022
S -2.527 -1.541 -0.827
C -2.550 -3.356 -0.675
O -3.418 -1.216 -1.982
H -6.929 -0.566 3.952
H -5.653 0.519 4.513
H -5.611 -1.185 4.953
H -6.699 -0.606 1.559
H -5.328 -1.015 -0.468
H -1.849 -1.448 1.974
H -3.209 -1.028 3.999
H -3.581 -3.704 -0.632
H -2.003 -3.620 0.229
H -2.052 -3.760 -1.555
*
```